{
  "formula": "C12H25Cl14IN2O4P",
  "method": "ωB97M-V with the def2-TZVPD basis set",
  "charge": -1,
  "max_force_ev_per_a": 3.62,
  "homo_ha": -0.16030,
  "elements": ["N", "P", "O", "O", "C", "N", "C", "C", "C", "I", "C", "O", "O", "H", "H", "H", "H", "H", "H", "H", "H", "H", "H", "H", "C", "Cl", "Cl", "H", "H", "C", "Cl", "Cl", "H", "H", "C", "Cl", "Cl", "H", "H", "C", "Cl", "Cl", "H", "H", "C", "Cl", "Cl", "H", "H", "C", "Cl", "Cl", "H", "H", "C", "Cl", "Cl", "H", "H"],
  "xyz": [[-0.073, -0.088, -0.415], [-0.833, 0.472, 0.861], [-1.087, -0.766, 1.956], [0.210, 1.589, 1.571], [-2.429, 1.298, 0.312], [-2.068, 2.552, -0.415], [-3.374, 1.698, 1.506], [-4.746, 2.304, 0.965], [-5.948, 1.258, 1.054], [-6.898, 1.113, -0.918], [-3.223, 0.267, -0.592], [-3.601, -0.778, 0.000], [-3.492, 0.452, -1.821], [0.056, -1.102, -0.285], [-0.739, -0.411, 2.807], [1.010, 1.585, 1.014], [-1.048, 2.642, -0.374], [-2.398, 3.363, 0.122], [-2.858, 2.546, 2.055], [-3.541, 0.895, 2.264], [-4.631, 2.537, -0.130], [-5.035, 3.243, 1.516], [-6.724, 1.680, 1.741], [-5.611, 0.246, 1.376], [1.845, 2.491, -1.663], [2.988, 1.476, -0.772], [1.949, 4.181, -1.148], [2.072, 2.430, -2.723], [0.837, 2.122, -1.478], [-2.492, -2.601, 4.922], [-1.314, -1.285, 4.852], [-4.146, -1.988, 4.843], [-2.323, -3.269, 4.082], [-2.360, -3.139, 5.857], [-0.973, 4.074, 4.234], [-1.946, 4.336, 2.784], [-1.951, 3.433, 5.560], [-0.184, 3.362, 4.001], [-0.538, 5.020, 4.542], [3.014, -2.312, -1.316], [1.785, -3.104, -0.327], [2.837, -2.737, -3.025], [2.911, -1.236, -1.208], [3.997, -2.626, -0.976], [5.235, 0.391, 1.969], [6.885, -0.247, 1.970], [4.072, -0.828, 1.438], [4.979, 0.705, 2.976], [5.187, 1.240, 1.292], [1.997, -5.811, -5.258], [1.274, -6.983, -4.151], [3.174, -6.582, -6.332], [1.211, -5.365, -5.860], [2.500, -5.043, -4.677], [5.236, -1.612, -6.130], [6.922, -1.720, -5.607], [4.560, -3.211, -6.456], [4.653, -1.138, -5.345], [5.187, -1.018, -7.038]],
  "mulliken_charge": [-0.547, 0.588, -0.359, -0.352, 1.493, -0.621, 0.228, -0.577, -1.013, -0.021, 0.020, -0.698, -0.754, 0.014, 0.143, 0.170, 0.202, 0.245, -1.257, 0.519, 0.463, 0.293, 0.438, 0.413, -0.005, -0.116, -0.171, 0.326, -0.072, -0.250, -0.160, -0.150, 0.234, 0.319, -0.163, -0.100, -0.176, 0.097, 0.343, 0.221, -0.164, -0.180, -0.246, 0.361, -0.244, -0.181, -0.069, 0.314, 0.188, 0.201, -0.164, -0.175, 0.291, -0.143, -0.215, -0.162, -0.102, 0.191, 0.295]
}

***

{
  "formula": "C5H8O",
  "method": "ωB97M-V with the def2-TZVPD basis set",
  "de_lowest_ev": 3.115,
  "max_force_ev_per_a": 1.09,
  "homo_ha": -0.32068,
  "elements": ["C", "C", "C", "C", "C", "O", "H", "H", "H", "H", "H", "H", "H", "H"],
  "xyz": [[-1.914, 0.047, 0.437], [-0.394, -0.061, 0.195], [0.257, 0.795, -0.862], [0.845, -0.546, -0.745], [1.603, -0.519, 0.568], [0.374, -0.307, 1.354], [-2.391, -0.875, 0.779], [-2.112, 0.797, 1.228], [-2.460, 0.414, -0.442], [1.032, 1.547, -0.764], [-0.423, 0.912, -1.702], [1.154, -1.142, -1.606], [2.224, 0.355, 0.782], [2.204, -1.416, 0.777]],
  "mulliken_charge": [-1.224, 0.742, -0.734, -0.319, -0.336, -0.425, 0.308, 0.300, 0.334, 0.246, 0.230, 0.417, 0.195, 0.268]
}

***

{
  "formula": "C4H12NOPS",
  "method": "ωB97M-V with the def2-TZVPD basis set",
  "de_lowest_ev": 2.012,
  "max_force_ev_per_a": 3.18,
  "homo_ha": -0.32298,
  "elements": ["C", "N", "C", "P", "C", "O", "H", "H", "H", "H", "H", "H", "H", "H", "H", "H", "C", "S", "H", "H"],
  "xyz": [[2.242, 0.652, 0.808], [1.039, -0.074, 0.399], [1.082, -1.508, 0.522], [0.367, 0.623, -0.933], [-1.294, -0.115, -0.949], [0.443, 2.050, -0.802], [1.891, 1.577, 1.268], [2.830, 0.050, 1.453], [2.824, 1.037, -0.021], [0.763, -1.948, -0.418], [2.144, -1.747, 0.785], [0.307, -1.844, 1.322], [1.123, 0.079, -2.079], [-1.290, -0.937, -0.199], [-1.951, 0.736, -0.754], [-1.388, -0.468, -2.026], [-2.746, 2.614, 0.919], [-3.649, 1.352, 1.319], [-2.956, 3.669, 0.598], [-1.588, 2.500, 0.803]],
  "mulliken_charge": [-1.023, 0.033, -0.956, 0.483, -0.702, -0.644, 0.259, 0.432, 0.350, 0.314, 0.403, 0.227, 0.058, 0.315, 0.091, 0.321, -0.183, -0.193, 0.269, 0.146]
}

***

{
  "formula": "C2H8N",
  "method": "ωB97M-V with the def2-TZVPD basis set",
  "charge": 1,
  "de_lowest_ev": 6.237,
  "max_force_ev_per_a": 2.98,
  "homo_ha": -0.59982,
  "elements": ["C", "N", "C", "H", "H", "H", "H", "H", "H", "H", "H"],
  "xyz": [[-2.339, 0.378, 0.044], [0.684, -0.612, -0.169], [1.874, 0.120, 0.150], [-2.617, -0.652, -0.207], [-2.681, 0.910, -0.808], [-1.314, 0.154, 0.397], [0.746, -0.861, -1.168], [-2.835, 0.706, 0.940], [1.606, 1.001, 0.788], [2.515, 0.535, -0.638], [2.576, -0.493, 0.707]],
  "mulliken_charge": [-0.994, 0.014, -0.539, 0.327, 0.311, 0.213, 0.336, 0.295, 0.325, 0.339, 0.372]
}